(1)
{
  "formula": "C6H14NO",
  "method": "the ωB97M-V functional and the def2-TZVPD basis",
  "energy_ha": -366.61137,
  "largest_force_ev_per_a": 3.51,
  "homo_ha": -0.418,
  "charge": 1,
  "symbols": ["H", "H", "C", "C", "H", "C", "H", "C", "H", "H", "H", "H", "C", "O", "H", "H", "H", "N", "H", "H", "H", "C"],
  "positions_angstrom": [[3.37698, 0.88635, 0.40117], [-1.84674, 0.37601, -1.98647], [2.01434, -0.44265, 0.63872], [-0.60718, 0.38776, -0.16029], [2.14784, 1.01844, -0.84249], [-1.88078, -0.28627, 0.09848], [2.12664, -2.48009, 0.37523], [2.32581, 0.93257, 0.21090], [-3.34122, 1.40236, 0.25439], [1.91089, -1.48784, -1.22234], [-3.64451, -0.05181, 1.36520], [1.87513, 1.80911, 0.66711], [-3.27796, 0.33348, 0.37062], [1.76222, -0.73278, 1.89580], [3.42565, -1.58286, -0.41959], [-0.64344, 1.53506, -0.19414], [-0.80234, -0.93150, -1.76296], [-1.30082, -0.17448, -1.28767], [1.59074, 0.00538, 2.55100], [-1.83028, -1.21878, 0.63215], [-3.84730, -0.09946, -0.43554], [2.34979, -1.56006, -0.23055]]
}

=====

(2)
{
  "formula": "C6H14NO",
  "method": "the ωB97M-V functional and the def2-TZVPD basis",
  "energy_ha": -366.62687,
  "largest_force_ev_per_a": 4.21,
  "homo_ha": -0.510,
  "charge": 1,
  "symbols": ["C", "H", "H", "C", "H", "H", "H", "O", "H", "H", "C", "C", "C", "H", "H", "H", "H", "N", "H", "H", "H", "C"],
  "positions_angstrom": [[-0.63218, -2.25472, -0.48219], [0.90657, 1.41412, -1.78641], [-1.43956, -2.86292, -0.07247], [-2.78730, 0.90396, 0.29111], [-0.86571, -1.60153, -1.35037], [1.60865, -1.17198, 0.70723], [2.78254, 1.34688, -1.23504], [-0.60264, -1.21681, 0.60990], [1.01401, 1.55782, 0.82154], [-3.28849, 1.27927, -0.58070], [2.00147, -0.23754, 1.08830], [-0.56598, 0.05440, 0.33205], [-1.32224, 1.11916, 0.03656], [-3.22539, 1.40965, 1.20438], [0.38979, -2.52795, -0.42317], [-0.92602, 2.07400, -0.18012], [1.76480, -0.29396, 2.10861], [1.23590, 0.69983, 0.36315], [3.14864, -0.25139, 0.96636], [-2.81994, -0.26819, 0.31367], [1.89628, -0.10185, -1.57781], [1.72677, 0.92975, -1.15458]]
}

=====

(3)
{
  "formula": "C6H14NO",
  "method": "the ωB97M-V functional and the def2-TZVPD basis",
  "energy_ha": -366.58228,
  "largest_force_ev_per_a": 3.53,
  "homo_ha": [-0.449, -0.436],
  "charge": 1,
  "symbols": ["H", "C", "H", "H", "H", "C", "H", "H", "H", "O", "H", "H", "C", "C", "H", "N", "C", "C", "H", "H", "H", "H"],
  "positions_angstrom": [[0.85153, -1.23462, -1.20210], [0.73376, 0.92230, 1.36290], [1.21523, 2.47366, -0.62406], [1.06694, -1.47892, 0.57387], [-2.46754, -1.07707, 2.26312], [-1.39257, -0.14736, -1.47754], [-0.04981, 0.70466, 2.20746], [-1.51597, -1.21365, -1.52805], [0.39359, 1.68396, -1.82101], [-1.40103, -0.25023, 0.93254], [2.31003, -0.57501, -0.38644], [-3.36673, -0.86136, 0.59570], [1.03507, 1.48521, -0.99528], [-0.96676, 0.32412, -0.16860], [-0.66007, 0.17638, -2.22458], [0.49798, 0.46724, -0.06663], [-2.51664, -0.73658, 1.25776], [1.26669, -0.83179, -0.33828], [0.55038, 2.05197, 1.34929], [1.96564, 1.13957, -1.44366], [-2.34739, 0.22063, -1.79509], [1.81762, 0.59085, 1.57074]]
}

=====

(4)
{
  "formula": "C6H14NO",
  "method": "the ωB97M-V functional and the def2-TZVPD basis",
  "energy_ha": -366.65441,
  "largest_force_ev_per_a": 4.38,
  "homo_ha": -0.516,
  "charge": 1,
  "symbols": ["O", "C", "H", "H", "C", "H", "H", "H", "H", "H", "H", "C", "H", "H", "H", "C", "H", "C", "H", "C", "N", "H"],
  "positions_angstrom": [[3.20298, 0.20547, -3.92739], [-1.26726, -1.12345, 2.63538], [-2.07217, -0.87260, -0.79340], [1.11697, 2.45890, 0.39978], [-1.23679, -0.90354, -0.06502], [-0.82285, -0.11515, 2.68747], [4.08655, 0.07779, -3.57042], [-2.21597, -1.24512, 3.20820], [-2.86923, -1.50252, 1.30605], [2.60961, 1.36357, -0.00050], [3.14837, -0.20695, -4.79675], [-0.69444, 0.42916, 0.10440], [-0.52968, -1.68776, 3.20763], [-0.71810, -1.67102, -0.78947], [-2.46371, 1.22093, 0.99581], [1.53838, 1.47182, 0.11545], [-1.69176, -2.69467, 1.23189], [-1.43850, 1.43026, 0.60694], [-1.25950, 2.48576, 0.37722], [-1.72673, -1.60101, 1.22578], [0.77535, 0.45807, 0.06613], [1.10587, -0.47353, -0.17238]]
}

=====

(5)
{
  "formula": "C6H14NO",
  "method": "the ωB97M-V functional and the def2-TZVPD basis",
  "multiplicity": 3,
  "energy_ha": -366.51924,
  "largest_force_ev_per_a": 9.75,
  "s_squared": 2.01,
  "homo_ha": [-0.426, -0.468],
  "charge": 1,
  "symbols": ["H", "H", "N", "H", "H", "H", "H", "H", "C", "H", "H", "C", "H", "C", "C", "H", "O", "H", "C", "H", "H", "C"],
  "positions_angstrom": [[-3.63550, -1.42219, 0.59127], [2.89435, -1.91335, 0.80915], [-2.43111, 0.26873, -0.44578], [0.73998, -0.17156, -1.92809], [2.06325, 1.27304, 1.76947], [-0.33413, 2.14875, -1.05074], [1.47159, 2.22944, -1.62412], [-1.87780, -1.23925, 0.81209], [1.06989, -0.31151, -0.92997], [-3.01333, 0.42347, -1.29684], [0.98949, 2.92466, -0.10231], [1.06142, 0.79127, -0.06606], [1.75268, -3.37295, 0.16055], [0.79360, 2.09821, -0.75968], [-2.64366, -1.09474, 0.16796], [-2.38677, 0.95520, 0.30632], [1.33159, -1.65669, -0.77824], [0.28566, 1.35896, 1.68643], [1.13524, 0.81751, 1.39449], [1.12279, -0.22019, 1.94319], [-2.41115, -1.60731, -0.71250], [2.02193, -2.27951, 0.05340]]
}

=====

(6)
{
  "formula": "C6H14NO",
  "method": "the ωB97M-V functional and the def2-TZVPD basis",
  "multiplicity": 3,
  "energy_ha": -366.54934,
  "largest_force_ev_per_a": 10.96,
  "s_squared": 2.01,
  "homo_ha": [-0.345, -0.545],
  "charge": 1,
  "symbols": ["H", "H", "H", "H", "H", "H", "H", "H", "H", "C", "C", "H", "C", "H", "O", "N", "C", "C", "H", "C", "H", "H"],
  "positions_angstrom": [[-0.53819, 2.84905, 0.22605], [1.24224, 2.40815, -0.01076], [-2.57787, -1.05800, 1.41199], [2.68758, 0.55842, 0.17953], [0.02654, -1.07692, -1.98579], [-2.07790, -1.27929, -0.25050], [-3.30351, -0.35945, 0.01865], [2.40228, 0.10536, -1.63751], [-0.43172, -1.33154, 1.32006], [-2.39190, -0.60893, 0.43644], [2.20217, -0.19629, -0.54539], [0.96715, -2.26999, 0.86178], [0.76136, -0.47709, -0.22320], [0.09733, 2.44960, -1.45493], [0.18676, -1.38530, -1.14401], [0.61960, -1.32712, 1.08869], [0.19433, 2.19214, -0.41377], [-1.55993, 0.61548, 0.31528], [-2.15648, 1.57462, 0.56699], [-0.30794, 0.78791, -0.12650], [1.21255, -0.97796, 1.91060], [2.74557, -1.19284, -0.54370]]
}

=====

(7)
{
  "formula": "C6H14NO",
  "method": "the ωB97M-V functional and the def2-TZVPD basis",
  "multiplicity": 2,
  "energy_ha": -366.21339,
  "largest_force_ev_per_a": 2.27,
  "s_squared": 0.76,
  "homo_ha": [-0.721, -0.721],
  "charge": 2,
  "symbols": ["C", "C", "H", "H", "H", "C", "H", "C", "H", "H", "H", "H", "H", "H", "O", "H", "C", "H", "C", "H", "H", "N"],
  "positions_angstrom": [[1.45702, -0.10402, 3.30904], [-1.02699, -0.13397, -2.19996], [-0.61565, -1.08045, -2.57416], [-2.28409, 1.40804, -3.04176], [-1.37708, 0.47802, -4.31475], [1.75623, 0.71547, 2.05503], [-2.79124, -0.22378, -3.50111], [-1.83261, -0.33530, -0.94620], [3.01609, -0.51884, 0.07676], [1.89224, -1.10295, 3.16477], [0.17955, -0.15622, 0.79012], [1.31022, 1.71418, 2.11192], [-0.20705, 0.57877, -2.06758], [1.46260, -0.93754, -0.88732], [-1.54181, -0.11612, 0.20773], [2.82247, 0.81456, 1.86858], [1.93717, -0.54042, 0.00004], [-2.91205, -0.59213, -1.12094], [-1.91161, 0.42708, -3.36393], [0.36041, -0.29181, 3.38511], [1.78515, 0.23136, 4.29247], [1.19781, 0.02673, 0.87676]]
}

=====

(8)
{
  "formula": "C6H14NO2Si",
  "method": "the ωB97M-V functional and the def2-TZVPD basis",
  "energy_ha": -731.67484,
  "largest_force_ev_per_a": 4.54,
  "homo_ha": [-0.168, -0.168],
  "charge": -1,
  "symbols": ["H", "H", "H", "C", "H", "C", "H", "C", "H", "C", "C", "H", "N", "H", "C", "H", "H", "O", "H", "H", "Si", "O", "H", "H"],
  "positions_angstrom": [[0.98339, -3.00621, 0.33389], [-0.74942, -2.80634, -0.27598], [2.36828, -0.44241, 1.57225], [1.43672, -0.80834, -1.52427], [-0.49588, -2.42628, 1.34615], [1.43046, 0.08676, 1.67106], [2.16064, -0.05850, -1.80984], [-2.42343, -0.33584, -0.45536], [2.02502, -1.75264, -1.37119], [0.02702, -2.44639, 0.39915], [-0.41568, 2.80404, -0.00639], [-0.49113, 3.55708, -0.77831], [-1.32698, 0.04846, 0.35396], [-1.35653, 2.32761, -0.03523], [0.34993, 1.60739, -0.49444], [1.56070, 1.10253, 1.85171], [0.63729, -0.94001, -2.34158], [-3.49652, -0.13407, 0.12158], [-0.14218, 3.06334, 1.06285], [1.03799, -0.57310, 2.45686], [0.37618, -0.44505, 0.02804], [-2.09587, -0.83932, -1.52561], [-1.35705, 0.92077, 0.93289], [-0.04295, 1.49651, -1.51217]]
}

=====

(9)
{
  "formula": "C6H14NOP",
  "method": "the ωB97M-V functional and the def2-TZVPD basis",
  "energy_ha": -708.24542,
  "largest_force_ev_per_a": 3.88,
  "smiles": "CC(C)/C=C/O.C=NP",
  "homo_ha": -0.313,
  "symbols": ["H", "H", "H", "O", "C", "H", "C", "P", "H", "N", "H", "H", "H", "C", "C", "H", "H", "C", "C", "H", "H", "H", "H"],
  "positions_angstrom": [[-3.54194, -0.03495, -1.95938], [-2.98855, 0.19655, 0.16237], [1.30272, 1.92495, 2.42534], [0.53902, 1.27545, -2.52115], [0.81085, 0.87399, -0.15693], [-2.18393, -2.33134, -2.87004], [1.34423, 0.18449, 1.09390], [-2.32421, 0.25319, -1.23655], [0.53055, -1.07871, 2.75407], [-1.84464, -1.30392, -0.89221], [1.69285, -0.14354, -1.81710], [2.65638, 1.83320, 1.18062], [-0.24461, -1.35060, 1.31197], [1.03439, 0.57011, -1.45666], [-1.88195, -2.29511, -1.72668], [-0.33932, 1.66768, -2.24667], [-1.36026, -3.12973, -1.37029], [2.05617, 1.30014, 1.95009], [0.23353, -0.54638, 1.84525], [0.22555, 1.74974, 0.12354], [2.20174, -0.56223, 0.75997], [2.68945, 0.78755, 2.69823], [-0.60801, 0.15947, 1.94830]]
}

=====

(10)
{
  "formula": "C6H14NOS",
  "method": "the ωB97M-V functional and the def2-TZVPD basis",
  "energy_ha": -764.83353,
  "largest_force_ev_per_a": 3.31,
  "homo_ha": -0.461,
  "charge": 1,
  "symbols": ["H", "C", "H", "N", "H", "H", "C", "H", "H", "H", "C", "C", "C", "H", "H", "S", "H", "C", "O", "H", "H", "H", "H"],
  "positions_angstrom": [[-0.00125, 0.29371, -3.54815], [1.72749, 0.42876, 2.91000], [2.30388, -0.51071, 2.99418], [-0.51187, 0.36348, -0.39447], [-0.13922, -0.32615, -1.84058], [-1.45760, 0.35411, 0.13594], [0.20074, 0.28065, 3.13775], [-3.33499, -0.40135, -2.88689], [-0.04938, 1.11322, 3.89155], [-0.33942, 1.30867, -0.76052], [-0.11279, -0.58577, -2.95780], [0.71984, 0.75870, 1.81751], [-1.51649, -1.10688, -3.07390], [0.55714, 1.84403, 1.71803], [-0.33365, -2.81130, -2.98064], [-1.71140, -2.82773, -3.09066], [2.17432, 1.35412, 3.40118], [0.52346, -0.03856, 0.52880], [-2.40398, -0.17360, -2.94759], [-0.18139, -0.79749, 3.26391], [0.62280, -1.28196, -3.33307], [1.50058, -0.03286, 0.09942], [0.28811, -1.17983, 0.78495]]
}